Formula: C38H35N3P2S3Ti
Source: the OMol25 dataset
Level of theory: the ωB97M-V functional and the def2-TZVPD basis

Element x y z (Å)
Ti1 0.80686 0.07361 0.90872
C1 -0.53558 2.13933 -1.06025
N1 0.54209 1.67829 -0.19519
P1 2.04861 2.49437 -0.25997
C2 2.11624 3.19669 -1.95505
C3 2.87998 2.49579 -2.88601
C4 2.95593 2.91755 -4.20735
C5 2.27348 4.05656 -4.60661
C6 1.52096 4.77308 -3.68341
C7 1.44279 4.34633 -2.36730
C8 1.70776 4.01459 0.71169
C9 0.58556 4.14846 1.52008
C10 0.39336 5.29362 2.28232
C11 1.32739 6.31739 2.24664
C12 2.45980 6.18785 1.45172
C13 2.64891 5.04359 0.69445
P2 0.53101 -1.43675 -0.98710
C14 -0.39868 -0.77642 -2.41423
C15 -1.76767 -0.99366 -2.59932
C16 -2.44590 -0.41912 -3.66194
C17 -1.76864 0.39570 -4.56445
C18 -0.40813 0.60813 -4.40377
C19 0.27006 0.01485 -3.34607
C20 -0.09850 -3.14410 -0.82762
C21 -0.23739 -3.76770 0.41470
C22 -0.58064 -5.10801 0.50085
C23 -0.82916 -5.84671 -0.64668
C24 -0.72330 -5.23257 -1.88781
C25 -0.34674 -3.90086 -1.97668
H1 -0.90790 3.12237 -0.73787
H2 -1.35636 1.42718 -1.06321
H3 -0.20573 2.24268 -2.09337
H4 3.42328 1.61320 -2.56589
H5 3.55543 2.36385 -4.91857
H6 2.33402 4.39395 -5.63351
H7 0.99495 5.66773 -3.99177
H8 0.85955 4.91353 -1.65164
H9 -0.13246 3.33619 1.57029
H10 -0.48340 5.38051 2.91162
H11 1.18063 7.20903 2.84239
H12 3.19925 6.97807 1.42765
H13 3.53748 4.94889 0.07938
H14 -2.29302 -1.63595 -1.89957
H15 -3.50534 -0.60575 -3.79365
H16 -2.29847 0.84925 -5.39210
H17 0.13195 1.23588 -5.10212
H18 1.33466 0.17648 -3.22799
H19 -0.05187 -3.20283 1.31925
H20 -0.66409 -5.57355 1.47465
H21 -1.10125 -6.89260 -0.57623
H22 -0.90673 -5.79935 -2.79235
H23 -0.22960 -3.44400 -2.95226
S1 2.24785 -1.68822 1.48341
C26 2.73420 -1.45075 3.15450
C27 3.40213 -2.45531 3.85383
C28 3.80305 -2.24611 5.16140
C29 3.54975 -1.02562 5.78199
C30 2.89300 -0.02109 5.09387
C31 2.47616 -0.22909 3.77933
S2 1.66115 1.02792 2.87382
H24 3.60092 -3.39789 3.35951
H25 4.31706 -3.03246 5.69887
H26 3.86685 -0.85881 6.80326
H27 2.69432 0.93252 5.56598
N2 -2.88558 1.03609 0.82923
C32 -2.56641 -0.21832 1.16262
S3 -1.21724 -0.45149 2.20679
N3 -3.37153 -1.17850 0.70235
C33 -3.43703 -2.55940 1.06722
C34 -3.73526 -3.47415 0.06898
C35 -3.92467 -4.80584 0.39543
C36 -3.79958 -5.22310 1.71201
C37 -3.48947 -4.30216 2.70271
C38 -3.32246 -2.96164 2.38935
H28 -2.21045 1.75494 1.03863
H29 -3.60403 1.24425 0.15338
H30 -4.05964 -0.89694 0.01819
H31 -3.81401 -3.14731 -0.96135
H32 -4.14678 -5.51929 -0.38612
H33 -3.93661 -6.26625 1.96473
H34 -3.39546 -4.62062 3.73226
H35 -3.11566 -2.23998 3.16630

Its total energy is -4360.151767 hartree. The value obtained for the HOMO energy is -0.246 Ha. The LUMO energy comes out at -0.29 eV.